{"formula": "C49H34Cl8N5O4S2Y", "method": "the ωB97M-V functional and the def2-TZVPD basis", "species": ["Y", "C", "C", "C", "C", "N", "C", "C", "C", "C", "C", "C", "N", "C", "C", "C", "C", "C", "N", "H", "H", "H", "H", "H", "H", "H", "H", "H", "H", "H", "Cl", "C", "C", "Cl", "C", "Cl", "C", "O", "C", "Cl", "C", "Cl", "O", "Cl", "C", "C", "C", "C", "C", "C", "N", "C", "C", "N", "C", "O", "C", "C", "C", "Cl", "S", "C", "C", "C", "Cl", "C", "H", "H", "H", "H", "H", "H", "H", "H", "H", "H", "H", "H", "H", "O", "S", "C", "C", "C", "C", "C", "C", "C", "C", "C", "C", "C", "C", "H", "H", "H", "H", "H", "H", "H", "H", "H", "H"], "positions_angstrom": [[0.74648, -0.36730, 2.06823], [-0.64993, 3.93923, 3.67888], [0.05606, 4.77850, 2.83149], [1.17520, 4.28829, 2.17858], [1.53777, 2.96724, 2.39938], [0.82974, 2.13576, 3.16517], [-0.23322, 2.62320, 3.80027], [2.78935, 2.40051, 1.82492], [3.92925, 3.18539, 1.72864], [5.09229, 2.59503, 1.26688], [5.08676, 1.24910, 0.96046], [3.91670, 0.51697, 1.13126], [2.78737, 1.09227, 1.55884], [3.88775, -0.95565, 0.92684], [4.87153, -1.62481, 0.21474], [4.79011, -3.00105, 0.09655], [3.73773, -3.66615, 0.69954], [2.79207, -2.91598, 1.37963], [2.86238, -1.59399, 1.49109], [-1.52204, 4.28266, 4.21676], [-0.26528, 5.80065, 2.67589], [1.74647, 4.90326, 1.49689], [-0.77242, 1.92662, 4.42862], [3.90334, 4.22442, 2.02231], [6.00423, 3.17045, 1.17724], [5.99426, 0.76115, 0.63962], [5.66708, -1.08335, -0.27487], [5.53244, -3.54514, -0.47234], [3.62908, -4.73905, 0.62665], [1.93366, -3.39156, 1.84143], [-0.64540, -4.80623, 8.19533], [-0.03486, -3.71408, 7.00897], [-0.69210, -3.54942, 5.79558], [-2.13147, -4.43856, 5.46103], [-0.19102, -2.66624, 4.85207], [-0.99261, -2.44352, 3.32497], [0.97688, -1.90005, 5.05141], [1.42384, -1.08544, 4.17002], [1.61937, -2.09495, 6.30130], [3.05085, -1.17817, 6.58711], [1.12830, -2.97508, 7.24985], [1.95555, -3.16776, 8.74906], [0.25866, -0.91053, 0.29424], [1.94733, 2.96081, -1.34959], [0.23127, 2.68820, -1.40223], [-0.28133, 1.67835, -2.20024], [-1.64801, 1.47232, -2.20581], [-2.51259, 2.22231, -1.40781], [-3.96597, 1.80038, -1.31216], [-4.08078, 0.48738, -0.51456], [-3.38637, 0.53168, 0.75984], [-3.91925, 0.69544, 2.01713], [-2.86327, 0.69721, 2.87176], [-1.68031, 0.57096, 2.16424], [-2.05125, 0.44651, 0.89975], [-4.53505, 1.48966, -2.56803], [-5.06859, 2.59015, -3.29491], [-4.05633, 3.63120, -3.66891], [-3.06084, 3.43964, -4.57904], [-2.78946, 2.01731, -5.49683], [-2.00726, 4.78061, -4.71311], [-2.90755, 5.64807, -3.54247], [-3.95553, 4.92286, -3.07426], [-1.95683, 3.22870, -0.63395], [-2.94245, 4.20553, 0.42651], [-0.59460, 3.48279, -0.63137], [0.37907, 1.03886, -2.76812], [-2.05778, 0.67692, -2.81732], [-4.55382, 2.57779, -0.81434], [-3.65135, -0.30803, -1.12291], [-5.12945, 0.25621, -0.33600], [-4.97884, 0.77853, 2.18576], [-2.88197, 0.79219, 3.94464], [-1.35702, 0.19223, 0.10578], [-5.87368, 3.05996, -2.71729], [-5.50307, 2.14078, -4.18667], [-2.61509, 6.64844, -3.26846], [-4.64416, 5.28544, -2.32386], [-0.19092, 4.27652, -0.02291], [2.33257, -1.29481, -1.72373], [1.33350, -2.36111, -1.42102], [1.85664, -3.70361, -2.54444], [1.18934, -4.92091, -2.51204], [1.62039, -5.96478, -3.31612], [2.72614, -5.79508, -4.14151], [3.39963, -4.58203, -4.15577], [2.96780, -3.53315, -3.35257], [-0.15165, -2.03025, -2.37928], [-1.38028, -2.40627, -1.86275], [-2.51643, -2.27197, -2.65236], [-2.41927, -1.74039, -3.93224], [-1.18402, -1.33486, -4.42508], [-0.04352, -1.48532, -3.64844], [0.32843, -5.04892, -1.86379], [1.09688, -6.91233, -3.29888], [3.06320, -6.61052, -4.76863], [4.26417, -4.45155, -4.79510], [3.47623, -2.57674, -3.33490], [-1.43544, -2.77938, -0.84744], [-3.48089, -2.58495, -2.27000], [-3.30820, -1.63148, -4.54087], [-1.10974, -0.90995, -5.41848], [0.93548, -1.20021, -4.01740]], "lowdin_charge": [1.242, -0.042, -0.057, -0.037, -0.224, 0.081, -0.124, -0.240, -0.014, -0.032, 0.008, -0.168, 0.121, -0.211, -0.006, -0.044, -0.047, -0.131, 0.047, 0.111, 0.115, 0.115, 0.108, 0.116, 0.116, 0.110, 0.111, 0.115, 0.114, 0.119, 0.654, -0.727, -0.709, 0.676, -0.575, 0.740, -0.507, -0.247, -0.614, 0.700, -0.705, 0.673, -0.723, 0.733, -0.620, -0.060, -0.019, -0.205, -0.284, -0.035, -0.043, -0.056, -0.147, -0.012, -0.178, -0.103, -0.148, -0.328, -0.975, 0.698, 1.011, -0.403, -0.154, -0.574, 0.718, -0.127, 0.105, 0.100, 0.122, 0.119, 0.139, 0.118, 0.100, 0.088, 0.131, 0.127, 0.069, 0.112, 0.082, -0.495, 0.954, -0.357, -0.086, -0.087, -0.097, -0.084, -0.083, -0.370, -0.086, -0.094, -0.098, -0.091, -0.080, 0.109, 0.101, 0.098, 0.100, 0.102, 0.109, 0.104, 0.104, 0.099, 0.118], "lumo_ev": -0.3551, "e_above_lowest_kcal_mol": 17.5, "e_homo_ev": -7.29, "max_force_ev_per_a": 0.881}